Computed, not measured: a molecular structure, C8H6NO5Ru at a distorted geometry, with ωB97M-V with the def2-TZVPD basis set.

Atoms and positions in Å:
O 0.74383 0.96311 -4.53759
C 0.58652 0.81428 -3.40017
Ru 0.32899 0.65662 -1.49927
O 0.14205 -2.45661 -1.78588
C 0.21180 -1.30540 -1.68111
C 0.45131 2.74322 -1.26001
O 0.45146 3.32411 -0.21496
C -1.56405 0.98787 -1.70386
O -2.68742 1.20863 -1.87340
C 2.24182 0.71092 -1.21416
O 3.39111 0.76960 -1.08958
H 0.52000 3.28923 -2.27306
C -0.88568 -2.25539 2.68601
C -0.34762 -0.78941 2.88047
C -0.16761 -0.18526 1.63206
N 0.03759 0.28199 0.58615
H -1.82777 -2.20804 2.17518
H -0.99860 -2.71779 3.62869
H -0.17885 -2.79948 2.08725
H -1.05947 -0.21022 3.46306
H 0.61060 -0.82198 3.39418

Calculated values
2S+1: 5
charge: +3
DFT total energy: -22661.2551 eV
gap between HOMO and LUMO (spin up / spin down): 7.19 / 4.94 eV
ΔE to the lowest compared entry with this formula, charge and spin: 1.287 eV
LUMO energy (spin up / spin down): -0.484 / -0.675 hartree
HOMO level (spin up / spin down): -20.36 / -23.31 eV



Computed, not measured: 4 unconnected molecules or ions with the total composition C24H21ClN4O7P at a distorted geometry, with ωB97M-V with the def2-TZVPD basis set.

Atoms and positions in Å:
O 1.34281 3.36006 0.78428
P 1.28599 1.95134 1.82522
Cl 1.50275 2.65817 3.85354
C -0.36271 1.07051 1.71189
C -1.58942 2.11436 1.60029
C -2.72035 1.67151 0.63931
C -3.95525 2.64288 0.54515
C -3.77360 3.89147 1.47578
C -2.54332 4.19112 2.34777
N -1.45031 3.28269 2.39904
H 0.53549 3.38370 0.22539
H -0.35115 0.44046 0.74161
H -2.70040 0.70038 0.02786
H -4.87146 2.44033 -0.09377
H -4.63324 4.65619 1.50703
H -2.51042 5.15563 2.96773
C 0.04894 -5.34168 3.14934
C -1.28686 -5.63213 2.88537
C -2.10916 -4.66790 2.31245
C -1.58063 -3.41586 2.00349
C -0.24683 -3.11592 2.27194
C 0.56748 -4.08566 2.84779
N -2.43275 -2.40455 1.37754
O -3.60932 -2.69431 1.17250
O -1.92399 -1.33339 1.09239
H 0.68954 -6.09896 3.59174
H -1.68612 -6.61254 3.12397
H -3.14781 -4.90627 2.11168
H 0.16991 -2.14058 2.03862
H 1.60829 -3.86381 3.05850
C -4.27523 -2.44546 -2.28907
C -2.90625 -2.21208 -2.20155
C -2.08709 -2.45040 -3.30030
C -2.65240 -2.91940 -4.48542
C -4.02158 -3.16226 -4.57681
C -4.83209 -2.92355 -3.47202
N -1.79843 -3.14831 -5.65331
O -0.59933 -2.94288 -5.53182
O -2.33386 -3.52866 -6.68588
H -4.91167 -2.25264 -1.43059
H -2.47867 -1.84042 -1.27593
H -1.02184 -2.26428 -3.21902
H -4.46821 -3.53164 -5.49344
H -5.89982 -3.10646 -3.53340
C 5.03080 3.99216 1.33169
C 6.40172 4.21854 1.42221
C 7.22136 3.98176 0.32387
C 6.65573 3.52157 -0.86419
C 5.28454 3.28571 -0.95874
C 4.47272 3.52279 0.14623
N 7.51151 3.29490 -2.03096
O 8.71329 3.49466 -1.90553
O 6.97803 2.92266 -3.06672
H 4.39296 4.18341 2.18982
H 6.83094 4.58309 2.34987
H 8.28737 4.16216 0.40757
H 4.83738 2.92308 -1.87774
H 3.40203 3.34472 0.08577

Calculated values
charge: -1
DFT total energy: -67322.7448 eV
gap between HOMO and LUMO: 4.70 eV
ΔE to the lowest compared entry with this formula, charge and spin: 0.000 eV
LUMO energy: 0.040 hartree
HOMO level: -3.61 eV



Computed, not measured: 2 unconnected molecules or ions with the total composition C4H12 at a distorted geometry, with ωB97M-V with the def2-TZVPD basis set.

Atoms and positions in Å:
C -0.41001 -2.52567 1.47808
C -0.10993 -1.06509 1.24795
H 0.23593 -2.66223 2.36968
H -1.37281 -2.78117 1.88346
H -0.25076 -3.17890 0.59880
H -0.59024 -0.42287 2.08828
H -0.26846 -0.83757 0.29707
H 1.05446 -1.13188 1.14230
C -0.46353 2.00579 -1.21728
C 0.97507 1.62188 -1.56436
H -0.56283 2.77388 -0.61956
H -1.12044 2.16352 -2.08929
H -1.00288 1.17473 -0.58332
H 1.37643 2.44955 -2.05577
H 0.86909 0.70883 -2.05399
H 1.68291 1.52267 -0.64406

Calculated values
SMILES: CC.CC
DFT total energy: -4340.7529 eV
gap between HOMO and LUMO: 12.11 eV
ΔE to the lowest compared entry with this formula, charge and spin: 1.775 eV
LUMO energy: 0.041 hartree
HOMO level: -10.98 eV